# C16H11Cl3N6PtS2

A structure of composition C16H11Cl3N6PtS2 (ωB97M-V/def2-TZVPD, OMol25).

Geometry as ORCA input:
```
! wB97M-V def2-TZVPD RIJCOSX def2/J DEFGRID3
* xyz 0 1
Pt 1.4956 0.9205 -0.9535
Cl -0.4638 2.6174 -5.6488
Cl 2.4534 2.7778 -5.8428
Cl 1.0484 4.0446 -3.6161
S 5.0205 3.2696 -2.6269
S 3.5391 -0.3736 -0.4904
N 1.7683 -0.8251 1.4828
N -0.7467 0.8057 -1.0884
N 1.3366 0.5305 -3.2578
N 0.8721 -0.2611 0.7001
N 3.9435 -1.3267 1.9468
N 2.6400 2.4986 -1.4663
C -1.8550 -2.8538 4.1117
C 3.0135 -0.8279 1.1010
C -1.7984 -0.7783 2.9112
C -2.2711 -1.5410 3.9619
C 1.1995 1.4160 -3.9861
C -0.4554 -2.6291 2.1726
C -0.4137 -0.4889 0.8786
C -0.8987 -1.3217 1.9959
C -1.5325 1.3910 -1.9873
C -2.7055 -0.0632 -0.0091
C -1.3101 0.1088 -0.0654
C -0.9381 -3.3907 3.2224
C 3.6827 2.7649 -1.9565
C -3.5004 0.5119 -0.9703
C 1.0725 2.6310 -4.7360
C -2.9067 1.2794 -1.9754
H 0.2614 -3.0470 1.4813
H -4.5698 0.3721 -0.9499
H -2.9729 -1.1107 4.6596
H -2.2382 -3.4517 4.9251
H 3.6960 -1.3792 2.9212
H -0.6038 -4.4117 3.3413
H -3.1333 -0.6542 0.7867
H -1.0400 1.9664 -2.7591
H -3.4978 1.7618 -2.7365
H 4.9128 -1.1850 1.7136
H -2.1041 0.2526 2.8089
*
```

The value obtained for the LUMO energy is -1.34 eV. As for the HOMO energy: -7.355 eV. The value obtained for the strongest force on any atom is 5.17 eV/Å. The calculation puts the HOMO-LUMO gap at 6.011 eV.